1.
{
  "formula": "C29H54P2PdSi",
  "method": "the ωB97M-V functional and the def2-TZVPD basis",
  "elements": ["Pd", "C", "C", "C", "C", "C", "C", "H", "H", "H", "C", "H", "H", "H", "C", "H", "H", "H", "C", "H", "H", "H", "C", "H", "H", "H", "C", "C", "C", "C", "C", "C", "C", "C", "H", "H", "H", "H", "H", "H", "H", "H", "H", "H", "H", "H", "P", "C", "H", "H", "H", "C", "H", "H", "H", "C", "H", "H", "H", "P", "C", "H", "H", "H", "C", "H", "H", "H", "C", "H", "H", "H", "C", "Si", "C", "C", "C", "C", "H", "H", "H", "H", "H", "H", "H", "H", "H"],
  "xyz": [[-0.490, -1.081, -0.621], [1.002, -1.066, 2.953], [1.846, -1.966, 2.238], [2.478, 0.179, 1.707], [1.453, 0.257, 2.696], [2.738, -1.188, 1.440], [-0.103, -1.442, 3.873], [-0.530, -2.427, 3.628], [-0.932, -0.717, 3.827], [0.271, -1.481, 4.914], [0.888, 1.488, 3.285], [0.286, 1.236, 4.167], [0.249, 2.016, 2.556], [1.694, 2.173, 3.573], [3.116, 1.310, 1.015], [3.324, 2.140, 1.713], [2.427, 1.687, 0.227], [4.069, 1.018, 0.536], [3.732, -1.683, 0.464], [4.414, -2.416, 0.918], [4.334, -0.863, 0.056], [3.233, -2.160, -0.386], [1.788, -3.434, 2.358], [1.812, -3.710, 3.424], [2.652, -3.867, 1.838], [0.864, -3.846, 1.927], [-2.175, -2.147, -1.287], [-1.557, -2.643, -0.102], [-1.058, -4.061, -0.027], [0.341, -4.410, -0.591], [1.003, -3.307, -1.356], [0.469, -2.814, -2.518], [-0.813, -3.310, -3.167], [-2.152, -2.725, -2.674], [-1.839, -4.629, -0.564], [0.185, -5.310, -1.224], [-1.081, -4.300, 1.050], [-2.936, -3.495, -2.818], [-3.111, -1.584, -1.090], [-1.960, -2.233, 0.841], [-2.454, -1.894, -3.346], [-0.752, -3.046, -4.235], [1.193, -2.430, -3.255], [-0.860, -4.410, -3.112], [0.986, -4.742, 0.244], [2.076, -3.250, -1.159], [-2.856, 0.326, 0.441], [-2.583, 1.526, 1.787], [-3.433, 2.212, 1.859], [-1.690, 2.081, 1.504], [-2.412, 0.998, 2.730], [-3.737, 1.355, -0.793], [-4.620, 1.779, -0.303], [-4.025, 0.723, -1.639], [-3.068, 2.145, -1.142], [-4.185, -0.693, 1.169], [-4.301, -1.622, 0.603], [-5.112, -0.115, 1.139], [-3.899, -0.913, 2.203], [0.602, 0.949, -2.681], [2.197, 0.122, -2.614], [2.548, 0.111, -3.654], [2.109, -0.913, -2.244], [2.884, 0.705, -1.987], [-0.360, 0.129, -3.967], [-0.366, -0.958, -3.847], [0.177, 0.377, -4.894], [-1.377, 0.540, -4.019], [0.755, 2.602, -3.288], [1.661, 2.624, -3.909], [0.857, 3.262, -2.418], [-0.163, 2.842, -3.848], [-0.266, 5.096, -0.779], [0.232, 3.924, 0.593], [1.996, 4.425, 1.113], [-0.768, 4.387, 2.152], [-0.011, 2.199, -0.192], [0.041, 1.197, -1.007], [-0.218, 6.129, -0.422], [-1.289, 4.869, -1.094], [0.378, 5.007, -1.658], [2.026, 5.486, 1.398], [2.361, 3.870, 1.984], [2.729, 4.271, 0.312], [-1.847, 4.253, 2.020], [-0.484, 3.834, 3.055], [-0.602, 5.446, 2.393]],
  "lumo_ev": [-5.25, -7.97],
  "multiplicity": 5,
  "homo_energy_ha": [-0.4045, -0.5026],
  "homo_lumo_gap_ev": [5.8, 5.7],
  "fmax_ev_per_a": 3.0,
  "charge": 2,
  "s_squared": 6.02
}

***

2.
{
  "formula": "C29H55IN2O10S",
  "method": "the ωB97M-V functional and the def2-TZVPD basis",
  "elements": ["C", "C", "C", "C", "C", "I", "C", "C", "C", "N", "S", "N", "C", "H", "H", "H", "H", "H", "C", "O", "C", "C", "O", "C", "H", "H", "H", "H", "H", "H", "H", "H", "H", "H", "C", "O", "C", "C", "O", "C", "H", "H", "H", "H", "H", "H", "H", "H", "H", "H", "C", "O", "C", "C", "O", "C", "H", "H", "H", "H", "H", "H", "H", "H", "H", "H", "C", "O", "C", "C", "O", "C", "H", "H", "H", "H", "H", "H", "H", "H", "H", "H", "C", "O", "C", "C", "O", "C", "H", "H", "H", "H", "H", "H", "H", "H", "H", "H"],
  "xyz": [[3.351, 7.906, 1.106], [2.320, 7.001, 0.710], [1.189, 5.969, 0.038], [2.103, 4.780, -0.702], [2.077, 3.192, -0.259], [0.759, 2.442, 1.360], [3.110, 2.188, -1.109], [4.078, 2.764, -2.344], [4.094, 4.351, -2.755], [4.880, 5.139, -3.780], [4.402, 6.850, -3.747], [3.220, 6.788, -2.432], [3.091, 5.347, -1.926], [4.465, 8.266, 1.337], [0.543, 6.530, -0.795], [0.489, 5.518, 0.870], [3.127, 1.046, -0.810], [4.804, 2.045, -2.934], [2.208, -2.030, 5.241], [1.116, -2.562, 4.500], [0.665, -1.664, 3.481], [1.177, -2.092, 2.100], [2.595, -1.946, 2.004], [3.275, -3.191, 2.136], [2.640, -2.835, 5.840], [2.987, -1.627, 4.586], [1.850, -1.245, 5.913], [0.960, -0.632, 3.708], [-0.429, -1.709, 3.478], [0.736, -1.432, 1.344], [0.869, -3.120, 1.868], [3.141, -3.783, 1.227], [2.920, -3.758, 3.002], [4.341, -2.987, 2.269], [-3.439, -5.419, -0.907], [-4.252, -4.657, -0.021], [-3.627, -4.459, 1.251], [-3.031, -3.051, 1.364], [-1.927, -2.881, 0.473], [-2.282, -2.142, -0.692], [-3.864, -5.346, -1.911], [-2.410, -5.050, -0.937], [-3.446, -6.469, -0.599], [-2.864, -5.225, 1.437], [-4.409, -4.571, 2.009], [-2.646, -2.914, 2.381], [-3.799, -2.285, 1.191], [-2.409, -1.087, -0.435], [-3.200, -2.523, -1.151], [-1.469, -2.233, -1.417], [1.543, 0.921, -8.594], [1.358, 2.290, -8.251], [1.063, 2.464, -6.861], [2.298, 2.941, -6.088], [3.306, 1.929, -6.043], [4.358, 2.174, -6.972], [1.976, 0.875, -9.597], [2.220, 0.414, -7.900], [0.576, 0.411, -8.606], [0.660, 1.541, -6.427], [0.288, 3.234, -6.795], [2.004, 3.147, -5.052], [2.693, 3.873, -6.515], [4.981, 2.998, -6.615], [3.973, 2.408, -7.969], [4.972, 1.273, -7.040], [-5.110, -1.695, -3.324], [-3.776, -1.646, -3.820], [-3.712, -1.913, -5.225], [-3.540, -0.618, -6.027], [-4.707, 0.203, -5.945], [-4.541, 1.285, -5.033], [-5.116, -1.272, -2.316], [-5.798, -1.117, -3.947], [-5.444, -2.735, -3.270], [-4.596, -2.469, -5.560], [-2.833, -2.545, -5.388], [-3.405, -0.876, -7.084], [-2.647, -0.068, -5.701], [-3.880, 2.039, -5.470], [-4.135, 0.950, -4.073], [-5.520, 1.738, -4.856], [1.490, -1.085, 10.702], [1.205, -0.859, 9.325], [0.265, -1.806, 8.806], [-1.136, -1.193, 8.695], [-1.687, -0.921, 9.985], [-1.608, 0.461, 10.325], [2.027, -0.214, 11.087], [0.578, -1.219, 11.291], [2.129, -1.966, 10.805], [0.249, -2.718, 9.416], [0.610, -2.077, 7.803], [-1.798, -1.920, 8.211], [-1.121, -0.288, 8.074], [-2.342, 1.026, 9.744], [-0.607, 0.866, 10.148], [-1.842, 0.567, 11.387]],
  "lumo_ev": -1.77,
  "homo_energy_ha": -0.3139,
  "homo_lumo_gap_ev": 6.8,
  "smiles": "C#CCc1c(I)ccc2nsnc12.COCCOC.COCCOC.COCCOC.COCCOC.COCCOC",
  "fmax_ev_per_a": 10.1
}

***

3.
{
  "formula": "C29H56BBr2ClF5N3O6",
  "method": "the ωB97M-V functional and the def2-TZVPD basis",
  "elements": ["H", "N", "C", "N", "N", "C", "C", "C", "C", "C", "O", "C", "C", "Br", "C", "C", "Br", "C", "F", "C", "C", "B", "O", "C", "C", "C", "Cl", "O", "C", "C", "C", "C", "O", "C", "C", "F", "F", "C", "F", "F", "H", "H", "H", "H", "H", "H", "H", "H", "H", "H", "H", "H", "H", "H", "H", "H", "H", "H", "H", "H", "H", "H", "H", "H", "H", "H", "H", "H", "H", "H", "H", "H", "H", "H", "H", "H", "H", "H", "H", "C", "C", "C", "O", "H", "H", "H", "H", "H", "H", "H", "H", "C", "C", "C", "O", "H", "H", "H", "H", "H", "H", "H", "H"],
  "xyz": [[3.612, 5.641, 0.786], [4.336, 5.002, 1.154], [3.762, 4.082, 1.895], [4.629, 3.084, 2.493], [2.308, 4.116, 2.014], [1.701, 2.807, 2.366], [2.003, 1.633, 1.312], [1.215, 1.928, -0.063], [1.778, 1.172, -1.337], [0.857, 0.153, -2.106], [0.883, -1.234, -1.742], [1.247, -1.531, -0.411], [2.783, -1.982, -0.229], [3.960, -1.225, 1.173], [3.329, -2.968, -1.051], [2.593, -3.754, -2.193], [5.235, -3.491, -0.771], [0.397, -2.860, 0.010], [-0.555, -3.110, -1.042], [-0.503, -2.515, 1.292], [-1.185, -3.793, 1.944], [1.410, 0.176, -3.666], [1.425, 1.372, -4.465], [2.027, -1.156, -4.392], [0.929, -2.249, -4.758], [-0.701, 0.584, -2.239], [-0.906, 2.384, -2.555], [-1.312, 0.139, -1.039], [-2.740, 0.269, -1.022], [-3.150, 0.625, 0.496], [-4.687, 0.994, 0.659], [-5.472, -0.388, 0.979], [-1.217, -0.255, -3.302], [-2.048, 0.440, -4.237], [-2.685, -0.702, -5.188], [-2.301, -1.992, -4.786], [-4.094, -0.677, -5.021], [-2.412, -0.473, -6.731], [-1.089, -0.156, -7.041], [-3.346, 0.441, -7.257], [4.932, 2.395, 1.797], [4.207, 2.632, 3.306], [1.861, 4.552, 1.207], [2.107, 2.449, 3.372], [0.582, 2.948, 2.534], [1.661, 0.673, 1.814], [3.092, 1.558, 1.030], [0.121, 1.793, 0.170], [1.361, 3.050, -0.235], [2.103, 1.973, -2.086], [2.760, 0.668, -1.032], [0.934, -0.768, 0.369], [3.129, -3.590, -3.171], [1.489, -3.562, -2.278], [2.707, -4.865, -1.944], [1.068, -3.748, 0.184], [0.060, -1.864, 2.024], [-1.350, -1.870, 0.880], [-0.352, -4.454, 2.338], [-1.766, -4.352, 1.141], [-1.913, -3.467, 2.741], [0.992, 1.184, -5.319], [2.501, -0.834, -5.383], [2.881, -1.527, -3.750], [0.373, -2.684, -3.881], [1.409, -3.018, -5.437], [0.150, -1.720, -5.405], [-3.171, 1.096, -1.654], [-3.234, -0.723, -1.258], [-2.785, -0.179, 1.205], [-2.531, 1.556, 0.745], [-5.131, 1.558, -0.210], [-4.772, 1.606, 1.615], [-6.225, -0.241, 1.811], [-4.707, -1.143, 1.352], [-5.932, -0.736, 0.006], [-1.475, 1.112, -4.958], [-2.948, 0.955, -3.783], [-2.637, -1.458, -7.256], [-8.369, -2.260, 4.831], [-8.518, -0.793, 4.462], [-9.978, -0.368, 4.458], [-7.953, -0.568, 3.171], [-8.885, -2.899, 4.107], [-7.317, -2.554, 4.820], [-8.778, -2.461, 5.825], [-7.958, -0.177, 5.171], [-10.548, -0.942, 3.721], [-10.070, 0.685, 4.181], [-10.434, -0.512, 5.440], [-8.440, -1.107, 2.535], [9.540, 1.569, 2.186], [8.196, 2.181, 2.550], [8.351, 3.282, 3.586], [7.334, 1.165, 3.060], [10.012, 1.116, 3.063], [9.412, 0.773, 1.448], [10.218, 2.321, 1.775], [7.722, 2.587, 1.652], [8.783, 2.887, 4.512], [7.378, 3.704, 3.845], [8.994, 4.085, 3.217], [7.743, 0.799, 3.854]],
  "lumo_ev": 0.38,
  "homo_energy_ha": -0.3230,
  "homo_lumo_gap_ev": 9.2,
  "smiles": "[H]/N=C(/N)NCCCC[C@](O[C@H](/C(Br)=C(\\C)Br)[C@H](F)CC)(B(O)CC)[C@](Cl)(OCCCC)OCC(F)(F)C(F)F.CC(C)O.CC(C)O",
  "fmax_ev_per_a": 3.2
}

***

4.
{
  "formula": "C29H57As4N5O3PRuS2",
  "method": "the ωB97M-V functional and the def2-TZVPD basis",
  "elements": ["Ru", "C", "C", "O", "P", "S", "S", "O", "C", "C", "H", "H", "H", "H", "H", "H", "H", "H", "H", "H", "C", "As", "C", "C", "C", "C", "C", "As", "C", "C", "C", "As", "C", "C", "H", "H", "H", "H", "H", "H", "H", "H", "H", "H", "H", "H", "H", "H", "H", "H", "H", "H", "H", "H", "H", "H", "H", "H", "H", "H", "H", "C", "C", "N", "C", "C", "N", "C", "N", "N", "N", "C", "C", "C", "C", "C", "C", "H", "H", "H", "H", "H", "H", "H", "H", "H", "H", "H", "C", "As", "C", "C", "O", "H", "H", "H", "H", "H", "H", "H", "H", "H"],
  "xyz": [[-0.029, -0.117, 0.342], [6.166, -0.447, -0.520], [5.010, 0.074, -1.349], [3.883, 0.299, -0.494], [2.706, -0.741, -0.278], [2.172, -0.473, 1.647], [1.342, -0.633, -1.773], [3.468, -2.142, -0.439], [2.729, -3.359, -0.516], [3.110, -4.272, 0.632], [7.065, -0.524, -1.122], [5.919, -1.427, -0.123], [6.346, 0.229, 0.313], [4.738, -0.625, -2.144], [5.238, 1.050, -1.785], [2.972, -3.818, -1.478], [1.652, -3.138, -0.498], [4.177, -4.479, 0.618], [2.566, -5.206, 0.537], [2.867, -3.806, 1.584], [-1.822, 3.332, 2.260], [-0.454, 1.902, 2.039], [1.052, 3.146, 1.842], [-0.039, 1.361, 3.894], [-0.863, 0.255, 4.565], [-2.342, 0.602, 4.392], [-0.614, -1.146, 4.004], [-1.153, -1.576, 2.142], [-3.037, -2.148, 2.366], [-0.352, -3.365, 2.161], [-0.518, 0.246, 6.062], [1.272, -0.284, 6.838], [1.143, -2.254, 6.721], [2.651, -0.075, 5.433], [-2.798, 2.923, 2.509], [-1.907, 3.858, 1.306], [-1.515, 4.042, 3.031], [1.207, 3.717, 2.764], [0.840, 3.836, 1.024], [1.964, 2.590, 1.613], [-0.111, 2.267, 4.509], [1.010, 1.066, 3.849], [-2.568, 0.647, 3.318], [-2.552, 1.571, 4.843], [-2.984, -0.145, 4.859], [-1.111, -1.881, 4.652], [0.459, -1.353, 4.029], [-3.127, -2.786, 3.250], [-3.339, -2.710, 1.475], [-3.703, -1.290, 2.473], [-0.902, -4.034, 2.828], [0.680, -3.287, 2.512], [-0.344, -3.781, 1.152], [-1.222, -0.407, 6.593], [-0.695, 1.255, 6.452], [0.174, -2.594, 7.083], [1.909, -2.685, 7.365], [1.300, -2.628, 5.712], [2.904, 0.973, 5.282], [2.396, -0.522, 4.476], [3.547, -0.573, 5.804], [1.481, 2.941, -1.796], [0.022, 2.680, -1.797], [-0.593, 1.831, -1.004], [-1.922, 1.874, -1.313], [-2.111, 2.769, -2.318], [-0.873, 3.278, -2.621], [-0.639, 4.345, -3.563], [-1.490, 5.456, -3.263], [-2.388, 5.936, -4.151], [-3.055, 6.873, -3.642], [-2.652, 7.068, -2.353], [-3.077, 7.954, -1.364], [-2.472, 7.851, -0.133], [-1.467, 6.910, 0.130], [-1.016, 6.037, -0.838], [-1.622, 6.134, -2.084], [1.944, 2.300, -1.046], [1.708, 3.981, -1.556], [1.916, 2.708, -2.767], [-2.628, 1.258, -0.781], [-2.997, 3.088, -2.825], [-0.877, 4.037, -4.588], [0.416, 4.639, -3.509], [-3.849, 8.677, -1.569], [-2.774, 8.515, 0.662], [-1.034, 6.865, 1.119], [-0.235, 5.318, -0.636], [-1.991, -2.614, -3.498], [-2.628, -2.671, -1.653], [-4.424, -1.895, -1.551], [-2.758, -4.537, -1.058], [-1.626, -1.862, -0.642], [-2.634, -3.178, -4.170], [-0.982, -3.033, -3.510], [-1.938, -1.571, -3.823], [-5.185, -2.674, -1.531], [-4.587, -1.244, -2.410], [-4.491, -1.305, -0.636], [-3.782, -4.885, -1.186], [-2.482, -4.608, -0.004], [-2.088, -5.164, -1.644]],
  "lumo_ev": [-2.24, -2.34],
  "homo_energy_ha": [-0.3558, -0.3665],
  "homo_lumo_gap_ev": [7.4, 7.6],
  "fmax_ev_per_a": 2.4,
  "charge": 1
}